(1)
C2H2NO3 | wB97M-V/def2-TZVPD

- E_tot (a.u.) = -357.989015
- SMILES string = O=CNC(=O)[O-]
- Kohn-Sham gap (eV) = 9.3

Geometry as ORCA input:
```
! RIJCOSX wB97M-V def2-TZVPD def2/J DEFGRID3
* xyz -1 1
O 0.9606 -2.1458 -0.2854
C 0.5120 -1.0904 0.1701
N -0.0713 -0.1019 -0.5090
C -0.3724 1.2663 0.1213
O -0.2173 1.2976 1.3375
O -0.7057 2.0806 -0.7396
H 0.4751 -1.0481 1.2677
H -0.5810 -0.2583 -1.3626
*
```

natural (NBO) atomic charge list, values in e, 4 entries: number 1, O, carries -0.6850; number 2, C, carries 0.5207; number 3, N, carries -0.7207; number 4, C, carries 0.8879


(2)
C2H2NO3S | wB97M-V/def2-TZVPD

- E_tot (a.u.) = -756.105959
- Kohn-Sham gap (eV) = 8.4

Geometry as ORCA input:
```
! RIJCOSX wB97M-V def2-TZVPD def2/J DEFGRID3
* xyz -1 1
C -0.9811 -0.3899 0.1645
C 0.4775 -0.7561 0.2302
N -1.1104 1.0717 0.0313
O -1.9005 -1.1690 0.2213
O 0.7052 2.2292 -1.3799
O 1.2253 0.3213 0.4076
S 0.3135 1.7606 -0.0477
H 0.4519 -1.6604 0.9623
H 0.8186 -1.4073 -0.5896
*
```

natural (NBO) atomic charge list, values in e, 4 entries: number 1, C, carries 0.6338; number 2, C, carries -0.1850; number 3, N, carries -0.9807; number 4, O, carries -0.6465